The following is a DFT calculation (wB97M-V/def2-TZVPD) of C9H11GaNO as an isolated structure in a non-equilibrium geometry.

Last column: Löwdin charge in e.
Positions of all 23 atoms, in Å:
Ga (2.7585, 0.0922, 1.6107)  0.24
O (2.3986, 2.2510, 4.3793)  -0.05
N (3.6100, 0.2834, 3.3571)  -0.04
C (-1.7958, 0.0294, -1.9359)  -0.25
C (-2.6536, 0.3982, -3.2698)  -0.12
C (-0.0159, -0.6144, 0.5157)  -0.24
C (0.9339, -0.9223, 1.7961)  -0.30
C (-0.2450, 0.0325, -2.1019)  -0.05
C (2.8727, 1.1419, 3.9967)  -0.44
C (-2.5028, -0.3028, -0.5874)  -0.06
C (-1.5907, -0.6191, 0.6651)  -0.04
C (0.6470, -0.3130, -0.8612)  -0.06
H (-3.2484, -0.5305, -3.5907)  0.07
H (3.6455, -0.6478, 0.5048)  -0.11
H (-2.1069, -0.8679, 1.6671)  0.08
H (0.4542, -0.5679, 2.7806)  0.04
H (2.5033, 1.5949, 1.0461)  -0.07
H (-3.6496, -0.3179, -0.5392)  0.08
H (0.2685, 0.2725, -3.1046)  0.08
H (-3.3282, 1.2820, -3.0059)  0.07
H (1.1678, -2.0415, 1.8277)  0.04
H (-1.9077, 0.6894, -4.0971)  0.06
H (1.7846, -0.3220, -1.0534)  0.06

Summary:
HOMO level   -4.8 eV
LUMO   3.17 eV
Max |F|   7.04 eV/A
DFT total energy   -65421.4151 eV
Total charge   -1
2S+1   1